Molecular formula: C32H14AsAuBF21GeO3S2
Method: DFT, wB97M-V/def2-TZVPD

total charge = +1
LUMO energy (spin up / spin down) = -7.078 / -7.089 eV
spin multiplicity = 2
energy relative to the best compared isomer or geometry (same formula, charge and spin) = 88.98 kcal/mol

Atoms and positions in Å:
1 Au 1.285 -1.081 -1.555
2 C 1.424 5.487 -3.165
3 C 0.931 4.133 -3.533
4 C -0.434 3.919 -3.749
5 C -0.920 2.659 -4.046
6 C -0.032 1.602 -4.163
7 C 1.330 1.785 -3.952
8 C 1.804 3.052 -3.673
9 S -0.600 -0.075 -4.514
10 C -0.763 -0.036 -6.341
11 O 0.530 -0.941 -4.211
12 H 0.678 6.027 -2.588
13 H 1.610 6.057 -4.075
14 H 2.350 5.444 -2.598
15 H -1.123 4.744 -3.654
16 H -1.979 2.505 -4.179
17 H 1.999 0.944 -4.042
18 H 2.868 3.195 -3.560
19 H 0.194 0.227 -6.780
20 H -1.526 0.696 -6.576
21 H -1.074 -1.019 -6.678
22 O 2.139 1.756 -0.583
23 B 1.162 0.874 -0.997
24 O -0.067 1.497 -0.981
25 C 0.127 2.754 -0.555
26 C -0.791 3.775 -0.358
27 C -0.282 4.965 0.119
28 C 1.084 5.133 0.387
29 C 2.009 4.119 0.180
30 C 1.509 2.924 -0.297
31 H -1.838 3.620 -0.560
32 H -0.954 5.788 0.303
33 H 1.428 6.073 0.785
34 H 3.057 4.263 0.384
35 F 0.564 -5.118 0.738
36 C -0.493 -5.386 1.527
37 C -0.991 -4.329 2.268
38 C -2.091 -4.548 3.075
39 F -2.591 -3.512 3.755
40 C -2.679 -5.806 3.163
41 F -3.731 -6.003 3.947
42 C -2.166 -6.858 2.404
43 F -2.743 -8.048 2.448
44 C -1.055 -6.652 1.580
45 F -0.564 -7.648 0.856
46 Ge -0.144 -2.568 1.966
47 S -0.627 -2.227 -0.178
48 C -0.791 -1.181 3.224
49 C -1.220 0.074 2.847
50 F -1.210 0.386 1.548
51 C -1.615 1.013 3.795
52 F -1.994 2.231 3.418
53 C -1.579 0.677 5.148
54 F -1.949 1.563 6.061
55 C -1.126 -0.583 5.547
56 F -1.056 -0.893 6.834
57 C -0.726 -1.485 4.572
58 F -0.239 -2.692 4.893
59 C 1.804 -2.585 2.372
60 C 2.491 -1.407 2.154
61 F 1.771 -0.366 1.682
62 C 3.844 -1.266 2.413
63 F 4.471 -0.118 2.159
64 C 4.538 -2.356 2.940
65 F 5.836 -2.257 3.189
66 C 3.861 -3.546 3.210
67 F 4.513 -4.576 3.730
68 C 2.501 -3.644 2.922
69 F 1.839 -4.767 3.189
70 F -1.372 -0.348 -2.218
71 As -3.196 -0.070 -2.159
72 F -2.831 1.586 -1.770
73 F -2.983 0.431 -3.936
74 F -4.867 0.251 -2.263
75 F -3.316 -1.693 -2.740
76 F -3.224 -0.542 -0.503

Atom charges from the Löwdin analysis, given in e for atoms 1 to 5: 0.989 -0.022 -0.233 0.004 -0.039

***

Molecular formula: C32H19BrF3N6O6SZn
Method: DFT, wB97M-V/def2-TZVPD

total charge = -1
LUMO energy = 1.612 eV
spin multiplicity = 1
energy relative to the best compared isomer or geometry (same formula, charge and spin) = 3.79 kcal/mol

Atoms and positions in Å:
1 Zn -0.426 0.977 -0.638
2 O 1.157 7.819 -0.608
3 C 1.533 7.012 0.261
4 O 2.196 7.175 1.303
5 C 1.000 5.562 0.066
6 C 0.127 5.255 -0.966
7 C -0.378 3.969 -1.068
8 N -0.023 3.008 -0.214
9 C 0.828 3.286 0.777
10 C 1.355 4.553 0.950
11 C 1.081 2.158 1.711
12 C 1.968 2.248 2.779
13 C 2.093 1.169 3.633
14 C 1.330 0.031 3.410
15 C 0.488 0.018 2.314
16 N 0.369 1.051 1.486
17 C -1.403 3.565 -2.066
18 C -2.055 4.484 -2.882
19 C -3.043 4.028 -3.736
20 C -3.365 2.678 -3.743
21 C -2.670 1.836 -2.891
22 N -1.711 2.269 -2.084
23 H -0.128 6.048 -1.655
24 H 2.015 4.820 1.763
25 H 2.549 3.145 2.932
26 H 2.780 1.214 4.468
27 H 1.395 -0.833 4.057
28 H -0.114 -0.852 2.078
29 H -1.800 5.532 -2.838
30 H -3.564 4.721 -4.385
31 H -4.136 2.283 -4.389
32 H -2.882 0.774 -2.843
33 Br 1.838 -4.108 5.269
34 C 0.788 -4.674 3.793
35 C 1.268 -5.673 2.965
36 C 0.476 -6.112 1.915
37 C -0.761 -5.531 1.670
38 C -1.233 -4.531 2.520
39 C -0.459 -4.105 3.585
40 N -1.580 -6.141 0.661
41 N -2.235 -5.488 -0.171
42 C -2.129 -4.080 -0.298
43 C -3.322 -3.393 -0.407
44 C -3.392 -2.001 -0.418
45 C -2.230 -1.223 -0.377
46 O -2.220 0.058 -0.359
47 C -0.970 -1.947 -0.401
48 N 0.136 -1.174 -0.480
49 C 1.321 -1.732 -0.529
50 C 1.482 -3.130 -0.538
51 C 0.378 -3.931 -0.462
52 C -0.908 -3.352 -0.360
53 H 2.235 -6.118 3.149
54 H 0.811 -6.922 1.278
55 H -2.206 -4.089 2.352
56 H -0.827 -3.339 4.255
57 H -4.233 -3.981 -0.435
58 H -4.348 -1.494 -0.459
59 H 2.168 -1.061 -0.577
60 H 2.475 -3.549 -0.623
61 H 0.479 -5.008 -0.498
62 F 4.344 0.837 -3.415
63 C 3.089 0.374 -3.394
64 F 3.127 -0.900 -2.962
65 F 2.624 0.367 -4.648
66 S 2.031 1.419 -2.299
67 O 2.531 1.154 -0.964
68 O 2.192 2.744 -2.816
69 O 0.697 0.829 -2.504

Atom charges from the natural (NBO) analysis, given in e for atoms 1 to 5: 1.704 -0.739 0.735 -0.743 -0.022

***

Molecular formula: C32H20BrF4FeN2O3P
Method: DFT, wB97M-V/def2-TZVPD

total charge = 0
LUMO energy (spin up / spin down) = -0.320 / -0.445 eV
spin multiplicity = 5
energy relative to the best compared isomer or geometry (same formula, charge and spin) = 11.01 kcal/mol

Atoms and positions in Å:
1 Fe -0.004 0.442 0.846
2 O -0.843 -3.248 4.811
3 C -0.777 -4.015 3.711
4 C -0.684 -5.398 3.858
5 C -0.678 -6.219 2.746
6 C -0.759 -5.682 1.465
7 C -0.798 -4.310 1.310
8 C -0.794 -3.466 2.421
9 C -0.747 -2.008 2.203
10 O -0.318 -1.572 1.072
11 N -1.127 -1.227 3.193
12 N -1.106 0.079 2.815
13 C -1.549 0.974 3.613
14 C -1.717 2.357 3.239
15 C -2.151 3.271 4.210
16 C -2.386 4.593 3.911
17 C -2.201 5.038 2.600
18 C -1.783 4.167 1.620
19 C -1.520 2.810 1.903
20 O -1.126 2.014 0.945
21 H -1.029 -2.325 4.518
22 H -0.626 -5.809 4.857
23 H -0.616 -7.292 2.880
24 H -0.782 -6.331 0.599
25 H -0.826 -3.853 0.330
26 H -1.868 0.688 4.619
27 H -2.302 2.913 5.223
28 H -2.719 5.278 4.680
29 H -2.404 6.072 2.349
30 H -1.642 4.487 0.595
31 F 6.121 2.674 -1.613
32 C 4.908 2.160 -1.560
33 C 4.224 1.870 -2.731
34 F 4.797 2.109 -3.899
35 C 2.953 1.336 -2.658
36 F 2.314 1.074 -3.795
37 C 2.322 1.076 -1.447
38 P 0.627 0.349 -1.370
39 C 0.833 -1.217 -2.272
40 C 0.576 -1.386 -3.629
41 C 0.685 -2.645 -4.198
42 C 1.048 -3.737 -3.423
43 C 1.319 -3.570 -2.072
44 C 1.208 -2.316 -1.496
45 C -0.366 1.481 -2.378
46 C -1.539 1.027 -2.979
47 C -2.416 1.930 -3.559
48 C -2.145 3.290 -3.520
49 C -0.991 3.747 -2.901
50 C -0.108 2.849 -2.326
51 C 3.034 1.378 -0.285
52 Br 2.272 1.081 1.451
53 C 4.307 1.910 -0.339
54 F 4.974 2.194 0.776
55 H 0.304 -0.539 -4.244
56 H 0.479 -2.777 -5.253
57 H 1.110 -4.721 -3.869
58 H 1.590 -4.422 -1.462
59 H 1.381 -2.194 -0.434
60 H -1.775 -0.029 -2.985
61 H -3.323 1.577 -4.031
62 H -2.838 3.995 -3.959
63 H -0.787 4.809 -2.854
64 H 0.784 3.214 -1.829

Atom charges from the natural (NBO) analysis, given in e for atoms 1 to 5: 1.321 -0.688 0.353 -0.280 -0.175

***

Molecular formula: C32H20F5N4O2S2V
Method: DFT, wB97M-V/def2-TZVPD

total charge = -1
LUMO energy (spin up / spin down) = 2.243 / 2.153 eV
spin multiplicity = 4
energy relative to the best compared isomer or geometry (same formula, charge and spin) = 27.40 kcal/mol

Atoms and positions in Å:
1 V -0.258 -0.559 -0.886
2 F 5.066 1.670 1.364
3 C 4.288 0.723 0.824
4 C 3.028 0.460 1.334
5 F 2.586 1.139 2.398
6 C 2.254 -0.510 0.738
7 F 1.012 -0.751 1.230
8 C 2.661 -1.259 -0.370
9 S 1.578 -2.390 -1.084
10 C 3.952 -0.992 -0.830
11 F 4.443 -1.670 -1.873
12 C 4.739 -0.010 -0.261
13 F 5.958 0.251 -0.758
14 C -5.999 5.064 -4.350
15 O -4.620 5.339 -4.451
16 C -3.870 4.480 -5.206
17 C -2.500 4.482 -4.962
18 C -1.665 3.616 -5.633
19 C -2.172 2.755 -6.618
20 C -3.536 2.804 -6.894
21 C -4.385 3.640 -6.183
22 N -1.325 2.010 -7.453
23 N -0.297 1.431 -7.039
24 C -0.025 1.154 -5.711
25 C 1.327 1.161 -5.345
26 C 1.764 0.965 -4.051
27 C 0.845 0.595 -3.058
28 O 1.089 0.393 -1.816
29 C -0.506 0.360 -3.469
30 N -1.261 -0.223 -2.494
31 C -2.565 -0.387 -2.741
32 C -3.132 -0.056 -3.965
33 C -2.356 0.455 -4.985
34 C -0.990 0.709 -4.747
35 H -6.364 5.660 -3.516
36 H -6.181 4.006 -4.144
37 H -6.542 5.348 -5.258
38 H -2.111 5.167 -4.219
39 H -0.605 3.611 -5.418
40 H -3.945 2.150 -7.655
41 H -5.444 3.632 -6.407
42 H 2.043 1.419 -6.117
43 H 2.811 1.066 -3.797
44 H -3.163 -0.808 -1.944
45 H -4.189 -0.229 -4.121
46 H -2.800 0.637 -5.950
47 C -1.322 -3.619 -1.387
48 C -1.965 -2.916 -0.228
49 C -2.883 -3.647 0.548
50 C -3.602 -3.041 1.535
51 C -3.449 -1.653 1.731
52 C -4.269 -0.933 2.622
53 C -4.156 0.431 2.707
54 C -3.204 1.110 1.943
55 C -2.343 0.433 1.092
56 S -1.157 1.294 0.164
57 C -2.472 -0.980 0.951
58 N -1.699 -1.629 0.007
59 H -1.956 -4.444 -1.712
60 H -0.351 -4.028 -1.105
61 H -1.160 -2.941 -2.223
62 H -3.019 -4.699 0.333
63 H -4.322 -3.595 2.125
64 H -4.995 -1.473 3.218
65 H -4.804 0.989 3.372
66 H -3.125 2.188 1.996

Atom charges from the natural (NBO) analysis, given in e for atoms 1 to 5: 0.962 -0.301 0.235 0.314 -0.299

***

What is the energy relative to the best compared isomer or geometry (same formula, charge and spin) in the third record? 11.01 kcal/mol